Molecular formula: C5HClFO2S
Method: DFT, wB97M-V/def2-TZVPD

Summary:
Orbital gap (spin up / spin down): 7.40 / 7.40 eV
Energy above the lowest of the compared OMol25 structures with the same formula, charge and spin: 0.00 kJ/mol
LUMO level (spin up / spin down): 3.2435 / 3.2436 eV
HOMO (spin up / spin down): -0.1528 / -0.1527 hartree

Geometry as ORCA input:
```
! wB97M-V def2-TZVPD RIJCOSX def2/J DEFGRID3
* xyz -1 1
C -0.225 -1.675 -0.676
C -0.597 -1.427 0.644
C -0.375 -0.220 1.198
C 0.564 0.753 -0.298
C 0.733 2.239 -0.639
O 0.303 3.070 0.142
O 1.297 2.304 -1.736
F -1.212 -2.457 1.317
S 0.503 -0.388 -1.508
Cl -0.603 0.408 2.733
H -0.389 -2.608 -1.176
*
```

These are the Löwdin partial charges, in e, on atoms 1 to 5: C -0.420; C -0.492; C -0.581; C -0.270; C -0.859

Molecular formula: C60H108F18N18O6P3
Method: DFT, wB97M-V/def2-TZVPD

Summary:
Orbital gap: 3.68 eV
LUMO level: -5.3235 eV
HOMO: -0.3307 hartree

Geometry as ORCA input:
```
! wB97M-V def2-TZVPD RIJCOSX def2/J DEFGRID3
* xyz 3 1
C -0.209 0.784 -3.367
C 0.265 1.850 -2.370
N -0.076 1.447 -0.988
C -1.319 1.594 -0.309
C -1.232 1.051 0.935
N 0.018 0.674 1.084
C 0.759 0.920 -0.024
C 0.546 0.314 2.382
H -1.297 0.729 -3.348
H -0.060 -0.266 -3.116
H 0.171 0.969 -4.372
H 0.049 2.903 -2.549
H 1.345 1.942 -2.488
H -2.141 2.057 -0.834
H -1.960 0.859 1.710
H 1.832 0.961 0.091
H -0.008 -0.593 2.623
H 0.359 1.154 3.051
H 1.557 -0.038 2.175
C 3.067 1.903 14.090
C 2.968 0.587 13.299
N 2.016 0.616 12.272
C 0.942 -0.251 12.230
C 0.079 0.126 11.237
N 0.668 1.269 10.634
C 1.939 1.502 11.196
C 0.046 1.897 9.470
H 3.856 2.041 14.830
H 2.150 2.054 14.659
H 3.175 2.708 13.364
H 2.884 -0.260 13.980
H 3.863 0.431 12.696
H 0.731 -0.917 13.053
H -0.935 -0.114 10.954
H 2.612 2.309 10.947
H -0.823 2.439 9.845
H -0.184 1.048 8.827
H 0.733 2.495 8.871
C 5.391 3.092 5.063
C 4.365 4.106 5.624
N 4.698 5.498 5.367
C 5.240 6.403 6.269
C 5.383 7.673 5.732
N 5.014 7.535 4.406
C 4.698 6.232 4.244
C 5.291 8.483 3.358
H 4.921 2.109 5.008
H 6.423 3.056 5.412
H 5.400 3.229 3.982
H 4.404 3.901 6.694
H 3.404 3.795 5.214
H 5.361 6.053 7.283
H 5.670 8.602 6.203
H 4.403 5.897 3.261
H 4.650 9.354 3.495
H 4.800 8.043 2.490
H 6.334 8.564 3.053
C -0.540 -5.422 4.802
C -0.178 -5.898 6.224
N -0.844 -5.206 7.359
C -0.237 -4.777 8.499
C -1.214 -4.420 9.483
N -2.465 -4.480 8.854
C -2.187 -4.897 7.609
C -3.770 -4.496 9.496
H -0.606 -4.336 4.729
H -1.510 -5.722 4.405
H 0.303 -5.774 4.208
H 0.888 -5.739 6.383
H -0.306 -6.981 6.240
H 0.826 -4.961 8.530
H -1.131 -4.194 10.536
H -2.979 -5.277 6.981
H -4.445 -5.283 9.159
H -4.257 -3.539 9.305
H -3.720 -4.630 10.576
C -4.594 -3.853 1.416
C -5.612 -2.944 0.780
N -7.025 -3.221 1.094
C -7.525 -3.464 2.364
C -8.869 -3.758 2.191
N -9.269 -3.578 0.875
C -8.148 -3.152 0.235
C -10.533 -3.865 0.340
H -4.607 -4.909 1.143
H -4.446 -3.504 2.438
H -3.624 -3.517 1.048
H -5.568 -2.965 -0.309
H -5.463 -1.878 0.953
H -6.819 -3.396 3.179
H -9.554 -3.997 2.992
H -7.966 -2.940 -0.808
H -10.638 -4.878 -0.050
H -10.825 -3.126 -0.406
H -11.242 -3.797 1.166
C -2.270 6.635 -5.343
C -2.768 7.017 -6.723
N -3.182 5.868 -7.545
C -4.480 5.353 -7.669
C -4.465 4.369 -8.594
N -3.229 4.234 -9.148
C -2.336 5.060 -8.388
C -2.864 3.347 -10.301
H -2.959 6.165 -4.640
H -2.002 7.468 -4.693
H -1.427 5.944 -5.354
H -2.118 7.637 -7.341
H -3.632 7.678 -6.664
H -5.295 5.689 -7.045
H -5.175 3.631 -8.935
H -1.261 5.167 -8.387
H -2.400 4.108 -10.928
H -3.764 2.913 -10.739
H -2.177 2.625 -9.859
C 8.609 3.802 -7.425
C 8.211 2.850 -6.247
N 7.896 3.549 -5.048
C 8.830 4.154 -4.187
C 8.204 4.772 -3.117
N 6.841 4.591 -3.321
C 6.672 3.836 -4.478
C 5.665 5.047 -2.500
H 7.801 4.465 -7.735
H 9.006 3.132 -8.188
H 9.376 4.556 -7.246
H 9.030 2.136 -6.171
H 7.438 2.108 -6.447
H 9.875 3.926 -4.339
H 8.541 5.410 -2.313
H 5.713 3.552 -4.887
H 5.306 6.025 -2.819
H 6.144 5.188 -1.531
H 4.924 4.253 -2.409
C 3.112 -1.918 -7.451
C 4.419 -2.655 -7.557
N 4.254 -4.058 -7.653
C 4.256 -4.809 -8.858
C 4.107 -6.163 -8.456
N 3.955 -6.153 -7.079
C 3.967 -4.905 -6.572
C 3.898 -7.370 -6.242
H 3.269 -0.859 -7.245
H 2.630 -2.270 -6.539
H 2.379 -2.102 -8.236
H 5.019 -2.435 -6.674
H 4.969 -2.357 -8.450
H 4.378 -4.418 -9.858
H 4.019 -7.044 -9.076
H 3.765 -4.674 -5.537
H 4.229 -7.200 -5.217
H 4.394 -8.206 -6.734
H 2.894 -7.779 -6.132
C -2.868 -2.395 -8.014
C -3.766 -2.646 -6.804
N -4.645 -3.777 -7.031
C -4.412 -5.154 -6.794
C -5.489 -5.829 -7.305
N -6.377 -4.936 -7.879
C -5.912 -3.679 -7.603
C -7.554 -5.274 -8.510
H -3.516 -2.116 -8.846
H -2.238 -3.225 -8.333
H -2.144 -1.604 -7.817
H -4.303 -1.719 -6.605
H -3.227 -2.822 -5.872
H -3.480 -5.295 -6.268
H -5.853 -6.838 -7.178
H -6.390 -2.776 -7.954
H -7.413 -5.728 -9.490
H -8.108 -4.355 -8.702
H -8.085 -6.028 -7.930
C -1.391 6.409 0.657
C 0.027 6.296 1.365
O 0.646 7.342 1.350
O 0.417 5.203 1.842
H -1.378 5.700 -0.171
H -1.562 7.440 0.347
H -2.126 6.080 1.391
C 3.494 -1.684 7.270
C 4.310 -2.725 6.572
O 4.696 -3.747 7.161
O 4.584 -2.465 5.375
H 2.961 -2.148 8.100
H 2.761 -1.120 6.694
H 4.126 -0.904 7.695
C 0.121 -4.287 -1.607
C 0.557 -5.552 -2.351
O 0.069 -5.656 -3.517
O 1.394 -6.337 -1.892
H -0.958 -4.226 -1.745
H 0.736 -3.471 -1.987
H 0.378 -4.241 -0.549
P -6.647 1.120 -3.082
F -7.295 0.676 -1.632
F -8.041 1.725 -3.512
F -6.172 2.616 -2.505
F -5.956 1.409 -4.530
F -5.298 0.358 -2.623
F -7.124 -0.328 -3.722
P 5.292 -0.965 -2.258
F 6.171 -1.508 -1.004
F 4.006 -1.525 -1.419
F 5.145 0.491 -1.544
F 4.355 -0.485 -3.488
F 6.581 -0.805 -3.205
F 5.216 -2.499 -2.837
P -4.598 -0.155 6.561
F -5.870 0.759 6.165
F -3.685 1.231 6.177
F -4.733 0.308 8.166
F -3.200 -1.012 6.723
F -5.432 -1.494 6.912
F -4.518 -0.563 4.946
*
```

These are the Löwdin partial charges, in e, on atoms 1 to 5: C -0.065; C -0.159; N -0.010; C 0.034; C -0.032

Molecular formula: C60H123N7O6
Method: DFT, wB97M-V/def2-TZVPD

Summary:
Orbital gap: 8.37 eV
LUMO level: 0.6509 eV
SMILES string: Oc1ccc(O)cc1.Oc1ccc(O)cc1.Oc1ccc(O)cc1.CCN(CC)CC.CCN(CC)CC.CCN(CC)CC.CCN(CC)CC.CCN(CC)CC.CCN(CC)CC.CCN(CC)CC
HOMO: -0.2838 hartree

Geometry as ORCA input:
```
! wB97M-V def2-TZVPD RIJCOSX def2/J DEFGRID3
* xyz 0 1
O 13.053 13.690 17.913
C 14.123 12.862 17.936
C 14.930 12.691 19.023
C 16.026 11.800 18.997
C 16.236 11.043 17.871
O 17.238 10.076 17.800
C 15.459 11.215 16.730
C 14.418 12.104 16.756
H 13.135 14.446 18.498
H 14.776 13.282 19.907
H 16.556 11.619 19.913
H 17.694 10.090 18.650
H 15.610 10.716 15.772
H 13.799 12.307 15.866
O 13.834 17.161 11.735
C 13.263 16.218 12.533
C 13.893 15.993 13.754
C 13.337 15.145 14.669
C 12.074 14.551 14.452
O 11.461 13.714 15.330
C 11.404 14.837 13.295
C 12.020 15.687 12.348
H 13.336 17.234 10.875
H 14.862 16.440 13.931
H 13.817 14.956 15.613
H 11.958 13.728 16.180
H 10.392 14.473 13.270
H 11.463 15.914 11.452
O 15.425 18.939 13.251
C 14.965 20.228 13.353
C 15.601 21.126 14.214
C 15.125 22.419 14.351
C 13.998 22.800 13.631
O 13.380 24.002 13.756
C 13.312 21.888 12.831
C 13.799 20.600 12.693
H 14.816 18.406 12.714
H 16.415 20.750 14.825
H 15.666 23.132 14.925
H 13.917 24.487 14.379
H 12.335 22.224 12.443
H 13.206 19.908 12.097
C 13.366 11.125 13.059
C 14.737 11.756 12.748
N 15.863 11.090 13.434
C 16.185 9.805 12.758
C 17.322 9.089 13.589
C 17.041 11.995 13.362
C 16.824 13.268 14.129
H 12.619 11.706 12.500
H 13.082 11.352 14.102
H 13.276 10.061 12.795
H 14.872 11.801 11.640
H 14.654 12.800 13.003
H 15.336 9.121 12.680
H 16.539 10.056 11.745
H 17.172 8.021 13.479
H 18.293 9.324 13.165
H 17.276 9.406 14.641
H 17.256 12.198 12.305
H 17.908 11.467 13.736
H 16.305 13.040 15.064
H 16.157 13.945 13.609
H 17.762 13.779 14.363
C 10.661 11.189 17.592
C 9.257 10.622 17.540
N 8.165 11.655 17.545
C 8.163 12.599 16.446
C 8.229 11.977 15.079
C 8.085 12.377 18.848
C 7.672 11.438 19.937
H 10.907 11.846 16.764
H 11.382 10.381 17.797
H 10.632 11.852 18.454
H 9.111 10.015 16.629
H 8.981 9.982 18.371
H 7.240 13.144 16.602
H 8.978 13.353 16.538
H 8.174 12.778 14.338
H 9.146 11.444 14.858
H 7.377 11.345 14.861
H 7.259 13.114 18.719
H 8.969 12.977 19.110
H 6.792 10.845 19.661
H 7.392 11.994 20.839
H 8.426 10.712 20.275
C 11.870 18.698 20.616
C 11.051 17.534 21.185
N 11.106 16.454 20.178
C 11.022 15.116 20.791
C 9.732 14.716 21.490
C 10.187 16.600 19.035
C 10.684 15.998 17.747
H 12.784 18.307 20.161
H 12.114 19.430 21.382
H 11.363 19.209 19.787
H 11.510 17.167 22.103
H 9.992 17.769 21.413
H 11.220 14.300 20.067
H 11.871 15.116 21.483
H 9.457 15.411 22.296
H 8.882 14.558 20.813
H 9.975 13.776 21.968
H 9.964 17.669 18.857
H 9.217 16.173 19.366
H 9.941 16.012 16.961
H 10.864 14.936 17.958
H 11.625 16.478 17.450
C 19.652 16.158 8.438
C 18.187 16.058 8.764
N 17.910 15.767 10.158
C 16.413 15.702 10.332
C 15.972 14.273 9.909
C 18.422 16.931 10.988
C 18.374 16.673 12.466
H 20.176 15.260 8.750
H 20.049 16.981 9.025
H 19.818 16.306 7.371
H 17.787 17.043 8.488
H 17.658 15.344 8.152
H 15.990 16.479 9.733
H 16.226 15.711 11.391
H 16.122 14.057 8.845
H 14.899 14.079 10.042
H 16.555 13.562 10.507
H 19.406 17.233 10.676
H 17.803 17.785 10.748
H 17.363 16.616 12.828
H 18.896 15.752 12.729
H 18.957 17.439 12.991
C 11.983 18.565 15.174
C 10.477 18.659 15.293
N 9.897 19.442 14.192
C 8.415 19.248 14.203
C 8.096 17.868 13.703
C 10.148 20.849 14.408
C 9.617 21.679 13.197
H 12.365 18.196 14.231
H 12.267 17.954 16.028
H 12.461 19.529 15.366
H 10.076 17.649 15.378
H 10.258 19.184 16.251
H 8.106 19.385 15.236
H 7.933 19.997 13.544
H 7.016 17.697 13.697
H 8.379 17.687 12.660
H 8.491 17.054 14.333
H 11.206 21.021 14.480
H 9.707 21.247 15.321
H 10.272 22.530 13.126
H 8.632 22.120 13.181
H 9.665 21.038 12.328
C 11.346 12.080 9.224
C 10.169 12.758 9.974
N 9.057 13.146 9.090
C 8.066 13.968 9.772
C 8.573 15.265 10.228
C 8.518 12.043 8.353
C 8.219 10.720 9.091
H 11.509 12.713 8.349
H 11.242 11.026 8.943
H 12.225 12.160 9.866
H 9.807 12.122 10.757
H 10.643 13.671 10.383
H 7.264 14.222 9.062
H 7.589 13.420 10.604
H 9.013 15.858 9.409
H 7.719 15.836 10.623
H 9.313 15.244 11.029
H 9.260 11.731 7.615
H 7.717 12.520 7.759
H 9.111 10.129 9.252
H 7.511 10.157 8.464
H 7.750 10.961 10.047
C 14.860 19.153 9.131
C 13.322 19.209 9.070
N 12.683 17.886 9.412
C 11.221 18.210 9.534
C 10.906 18.876 10.905
C 13.019 16.885 8.390
C 12.555 15.490 8.779
H 15.182 18.720 10.082
H 15.237 20.153 9.025
H 15.330 18.596 8.320
H 12.921 19.950 9.769
H 12.965 19.464 8.055
H 10.876 18.813 8.727
H 10.699 17.236 9.566
H 11.167 19.926 11.019
H 9.836 18.827 11.123
H 11.400 18.312 11.709
H 14.111 16.869 8.240
H 12.572 17.208 7.438
H 12.871 15.151 9.768
H 12.890 14.766 8.052
H 11.440 15.407 8.757
*
```

These are the Löwdin partial charges, in e, on atoms 1 to 5: O 0.005; C -0.318; C -0.019; C -0.017; C -0.303